Record 1
{
  "formula": "C6H7ClO4",
  "method": "ωB97M-V with the def2-TZVPD basis set",
  "smiles": "CC(=O)OC(=O)O/C=C\\CCl",
  "lumo_energy_ev": 0.6,
  "orbital_gap_ev": 10.519,
  "symbols": ["C", "C", "C", "C", "C", "C", "H", "H", "H", "H", "H", "H", "H", "O", "O", "O", "O", "Cl"],
  "xyz": [[-3.42052, -1.62815, -0.38519], [-2.80718, -0.38894, 0.15227], [-0.66563, 0.69507, -0.38904], [1.56021, 1.38095, -0.11642], [2.80085, 1.15923, 0.21205], [3.19035, -0.14280, 0.76020], [-3.21824, -1.63802, -1.47480], [-2.85725, -2.43887, 0.04887], [-4.52951, -1.52700, -0.09404], [1.18055, 2.28461, -0.68446], [3.58078, 1.86763, -0.01678], [2.34388, -0.81544, 0.90617], [3.83898, -0.07679, 1.66814], [-3.37129, 0.52414, 0.71798], [-1.43375, -0.41514, -0.11142], [-1.02800, 1.69200, -0.92989], [0.59064, 0.43598, 0.14266], [4.24512, -0.96847, -0.40631]],
  "forces_ev_per_angstrom": [[-1.336, 0.953, 0.096], [-0.779, 2.306, 0.440], [-0.011, -0.041, 1.306], [-1.610, 2.040, -1.582], [0.620, -0.190, 0.169], [0.916, -0.655, 1.289], [-0.454, -0.076, 0.539], [-0.320, -0.637, 0.177], [1.775, -0.803, -0.687], [0.553, -1.161, 0.991], [-0.093, 0.181, -0.021], [0.200, 0.295, 0.259], [-0.882, 0.040, -0.544], [1.404, -1.584, -0.955], [0.903, 0.465, -0.151], [0.303, -0.717, 0.080], [-1.660, -0.006, -0.788], [0.471, -0.412, -0.618]],
  "lowdin_charge": [0.02, -0.47, -0.46, -0.11, -0.18, -0.59, 0.11, 0.09, 0.13, 0.16, 0.11, 0.07, 0.09, 0.14, 0.11, 0.18, 0.05, 0.55]
}

---

Record 2
{
  "formula": "C6H7CsLiO5",
  "method": "ωB97M-V with the def2-TZVPD basis set",
  "spin_multiplicity": 2,
  "lumo_energy_ev": [-1.7, -1.7],
  "orbital_gap_ev": [4.295, 4.306],
  "symbols": ["O", "C", "O", "O", "C", "C", "H", "H", "H", "Cs", "C", "C", "O", "C", "O", "H", "H", "H", "H", "Li"],
  "xyz": [[1.21919, -1.37913, -0.72046], [0.36059, -1.00289, -1.53430], [-0.46804, -0.07781, -1.29712], [0.25666, -1.70055, -2.68266], [-0.64098, -1.27787, -3.64438], [-1.38607, -2.18714, -4.31204], [-0.69282, -0.19535, -3.77255], [-1.01798, -3.20979, -4.42198], [-2.08455, -1.82724, -5.06901], [2.09553, 1.15988, 2.46950], [-2.52936, -3.61447, -2.29024], [-3.81959, -2.87768, -2.32602], [-3.60099, -1.51977, -1.99777], [-4.72941, -0.68317, -1.77358], [-4.31645, 0.48770, -1.77139], [-1.81455, -3.33436, -1.51212], [-2.50366, -4.61710, -2.72080], [-4.54926, -3.29313, -1.60407], [-4.27666, -2.95205, -3.32834], [-2.38032, 0.02210, -1.97421]],
  "forces_ev_per_angstrom": [[0.304, -0.043, -0.610], [0.012, 0.714, 2.753], [-0.822, 0.405, -0.920], [0.207, -0.547, -1.651], [-0.731, -0.911, 0.105], [1.638, 1.106, -0.751], [-0.288, -0.266, 0.133], [-0.556, 0.193, 0.606], [0.176, -0.082, 0.246], [-0.257, -0.352, -0.527], [-0.409, -0.182, 0.592], [-0.148, -0.063, -0.035], [1.103, -0.317, -0.254], [-0.854, 0.636, 0.015], [0.328, -0.238, 0.106], [-0.093, -0.199, -0.392], [0.139, 0.325, 0.134], [0.102, 0.048, -0.195], [0.028, -0.003, 0.256], [0.123, -0.223, 0.389]],
  "lowdin_charge": [-0.03, -0.80, -0.12, 0.02, -0.20, 0.02, 0.12, 0.08, 0.07, 0.96, 0.02, -0.33, -0.30, -0.32, -0.21, 0.07, 0.06, 0.11, 0.11, 0.66]
}

---

Record 3
{
  "formula": "C6H7EuLiO6",
  "method": "ωB97M-V with the def2-TZVPD basis set",
  "charge": 2,
  "spin_multiplicity": 8,
  "lumo_energy_ev": [-11.0, -11.0],
  "orbital_gap_ev": [5.656, 7.042],
  "symbols": ["Eu", "O", "O", "C", "C", "O", "C", "H", "H", "H", "H", "Li", "O", "O", "C", "C", "O", "C", "H", "H", "H"],
  "xyz": [[3.25832, -0.39041, 1.33340], [1.30575, 1.14790, 1.17835], [0.82083, 1.93334, -0.89122], [-0.51446, 2.31911, -0.51466], [-1.52041, 1.27383, -0.98089], [2.66865, 0.79759, -0.49707], [1.60059, 1.29726, -0.05061], [-0.56517, 2.47449, 0.56873], [-0.69607, 3.26841, -1.02794], [-1.41171, 1.08861, -2.05541], [-2.52484, 1.68053, -0.79427], [0.02925, -0.12138, 2.02057], [-1.53588, 0.00232, 1.03815], [-1.09183, -1.06762, -0.86418], [-0.45548, -2.79628, 0.19732], [0.89666, -2.36641, 0.32015], [1.30520, -1.56757, 1.25747], [-1.39581, -0.02438, -0.20136], [-1.04883, -2.87722, 1.10925], [-0.66314, -3.51284, -0.59595], [1.53840, -2.55928, -0.54985]],
  "forces_ev_per_angstrom": [[1.884, 1.030, 0.383], [-0.446, -0.454, 0.955], [0.288, -0.277, -0.049], [-0.042, 0.157, 0.533], [-0.296, 0.057, -0.943], [0.025, 0.109, -0.583], [0.004, 0.147, -0.504], [-0.021, 0.010, -0.281], [-0.009, -0.283, 0.071], [-0.048, 0.075, 0.231], [0.165, -0.254, -0.001], [-0.390, 0.609, 0.036], [0.595, -0.295, -0.857], [1.516, -2.945, 0.036], [-2.435, 1.107, -0.647], [1.746, 3.618, 1.301], [-2.132, -3.492, -2.479], [-0.397, 0.666, 2.666], [-0.150, 0.298, -0.292], [-0.165, 0.337, 0.012], [0.308, -0.218, 0.411]],
  "lowdin_charge": [1.80, -0.18, 0.09, -0.09, -0.02, -0.11, -0.75, 0.14, 0.16, 0.15, 0.16, 0.75, -0.01, 0.15, 0.24, -0.12, -0.25, -0.54, 0.13, 0.14, 0.16]
}

---

Record 4
{
  "formula": "C6H7F3I2O2",
  "method": "ωB97M-V with the def2-TZVPD basis set",
  "smiles": "CCO[C@H](I)[C@@H](I)C(=O)C(F)(F)F",
  "lumo_energy_ev": -0.4,
  "orbital_gap_ev": 9.183,
  "symbols": ["C", "C", "C", "C", "C", "C", "O", "O", "F", "F", "F", "I", "I", "H", "H", "H", "H", "H", "H", "H"],
  "xyz": [[1.73075, 0.55130, -0.32918], [-2.82434, -0.58706, -1.41390], [-2.35717, -0.56303, -0.01813], [1.27645, 0.07325, 1.10299], [-0.46655, 0.26871, 1.26234], [3.26301, 0.51513, -0.41144], [1.07104, 0.89325, -1.22581], [-0.93428, -0.36504, 0.18589], [3.69683, -0.59182, -1.12351], [3.84967, 0.36884, 0.78595], [3.72613, 1.63341, -0.99201], [1.76479, -2.03547, 1.18260], [-0.74886, 2.43861, 1.24515], [-1.96021, -0.24620, -1.91701], [-2.97057, -1.60359, -1.82594], [-3.65613, -0.00245, -1.67185], [-2.53924, -1.49432, 0.39511], [-2.85661, 0.21138, 0.62754], [1.73641, 0.62346, 1.93357], [-0.80112, -0.08836, 2.20763]],
  "forces_ev_per_angstrom": [[0.894, -1.045, 3.520], [1.367, -1.416, -1.047], [-0.424, 1.840, 2.692], [-3.634, 0.523, -0.341], [4.037, -0.089, -1.380], [1.659, -1.006, -0.978], [-1.093, 0.611, -1.691], [-0.563, -0.318, -1.653], [-0.599, 1.435, 0.160], [-0.114, 0.635, -0.066], [-0.117, -0.666, 0.216], [-0.315, 0.417, 0.247], [-0.169, -0.036, 0.146], [0.764, 0.786, -1.309], [-0.086, 0.360, 0.529], [-1.047, 0.961, -0.013], [-0.532, -1.841, 1.275], [0.165, -0.603, -0.741], [0.099, -0.362, -0.423], [-0.290, -0.186, 0.858]],
  "lowdin_charge": [-0.43, -0.05, -0.23, -0.58, -0.74, -0.57, 0.16, -0.26, 0.08, 0.10, 0.16, 0.95, 0.82, 0.07, 0.10, 0.07, 0.10, 0.12, 0.07, 0.07]
}

---

Record 5
{
  "formula": "C6H7F3IN",
  "method": "ωB97M-V with the def2-TZVPD basis set",
  "smiles": "C=CN(CI)C(=C)C(F)(F)F",
  "lumo_energy_ev": 0.0,
  "orbital_gap_ev": 8.703,
  "symbols": ["C", "C", "C", "C", "C", "C", "N", "F", "F", "F", "I", "H", "H", "H", "H", "H", "H", "H"],
  "xyz": [[-0.21437, 2.60729, 0.36143], [1.39428, -0.66068, -1.40933], [0.07130, 1.50522, -0.28953], [0.57984, -0.79661, -0.38325], [-1.09561, 0.13281, 1.06860], [0.33342, -2.26084, 0.07536], [-0.05643, 0.21396, 0.23834], [0.33899, -2.38113, 1.39171], [1.40726, -2.98552, -0.29491], [-0.79901, -2.76282, -0.54883], [-3.08095, 0.96203, 0.14042], [-0.17576, 3.51306, -0.25081], [-0.42046, 2.75541, 1.39949], [1.60285, 0.37602, -1.77804], [2.02355, -1.49643, -1.75525], [0.32906, 1.41766, -1.38199], [-1.19808, -0.88412, 1.47439], [-1.03988, 0.74470, 1.94218]],
  "forces_ev_per_angstrom": [[0.577, 1.530, -1.218], [1.709, 1.091, -0.968], [1.093, -0.606, -1.754], [-0.092, -2.810, -0.575], [-2.522, -1.997, 2.333], [0.857, 1.025, -1.550], [0.522, 2.277, -0.446], [-1.209, -0.290, 0.696], [-0.692, -0.530, -0.490], [1.435, 0.315, 1.534], [0.494, -0.837, 0.497], [-0.031, -0.197, 0.390], [-0.236, -0.336, 0.368], [0.158, -1.553, 0.149], [-0.726, 0.708, 0.007], [-0.575, 1.012, 1.384], [-0.711, 0.407, -0.539], [-0.051, 0.791, 0.181]],
  "lowdin_charge": [-0.02, 0.10, -0.24, -0.22, -0.46, -0.53, -0.17, 0.16, 0.12, 0.12, 0.58, 0.08, 0.06, 0.08, 0.09, 0.12, 0.08, 0.05]
}

---

Record 6
{
  "formula": "C6H7F3O4S",
  "method": "ωB97M-V with the def2-TZVPD basis set",
  "lumo_energy_ev": 0.3,
  "orbital_gap_ev": 9.877,
  "symbols": ["C", "C", "C", "C", "C", "C", "O", "O", "O", "O", "F", "F", "F", "S", "H", "H", "H", "H", "H", "H", "H"],
  "xyz": [[0.13989, 1.43069, -0.67812], [0.97139, -1.30081, -0.81593], [-0.67894, 0.97097, 0.52787], [-1.79782, 0.09114, -0.08759], [-1.26304, 2.07187, 1.41907], [1.61982, -2.59541, -0.78056], [-0.23424, 1.94127, -1.68720], [2.66739, -0.41554, 1.10906], [1.45747, 1.27080, -0.47179], [0.34343, 0.20392, 1.36474], [2.86272, -2.74924, -1.35933], [1.63687, -3.12121, 0.46433], [0.83089, -3.45446, -1.48646], [1.48166, -0.18258, 0.36796], [0.78572, -0.76595, -1.67457], [-2.24321, 0.75605, -0.92753], [-2.76090, 0.02213, 0.61206], [-1.55052, -0.82322, -0.62420], [-1.73504, 2.71179, 0.76425], [-0.44866, 2.33560, 2.07025], [-2.08486, 1.60220, 1.89370]],
  "forces_ev_per_angstrom": [[-0.631, 2.039, -0.590], [1.615, 1.939, 3.423], [-0.816, -1.749, -0.514], [-3.302, 1.830, 0.042], [1.501, -2.744, -0.393], [-0.568, -1.909, -0.665], [-0.597, -0.076, 0.367], [-0.303, 0.286, 0.082], [0.986, -1.865, 1.116], [-1.071, 0.851, -0.849], [-0.808, 0.467, 0.923], [0.825, 0.386, -0.069], [0.118, -0.019, -0.371], [0.934, -1.716, -1.523], [-0.357, 0.554, -2.126], [0.843, -0.825, 1.229], [2.415, -0.392, -1.160], [0.299, -0.044, 0.702], [-0.371, 2.368, -1.169], [-0.216, 1.053, 0.310], [-0.497, -0.435, 1.235]],
  "lowdin_charge": [-0.53, -0.13, -0.41, -0.01, 0.04, -0.65, 0.19, -0.19, -0.03, -0.16, 0.10, 0.12, 0.10, 0.89, 0.07, 0.12, 0.13, 0.07, 0.08, 0.11, 0.08]
}

---

Listing maximum force for the structures above in their given order: 3.04; 2.84; 4.78; 4.27; 3.97; 4.25 eV Å⁻¹.
Listing relative energy (zero: lowest compared OMol25 entry of this formula, charge and spin) for the structures above in their given order: 42.3; 11.8; 7.8; 34.6; 58.9; 131.7 kJ/mol.